The following is a quantum chemistry calculation of an isolated molecule of C2H3Br2N at a distorted geometry, from OMol25.

Each line ends with the Löwdin charge.
Positions of all 8 atoms, in Å:
H (-0.89743, 1.61310, 1.10418)  0.07
N (-0.31379, 0.84082, 1.05435)  0.14
C (0.87212, 0.56816, 0.94691)  -0.65
Br (2.35250, 2.08632, 0.10057)  0.26
C (1.56737, -0.75658, 0.96718)  -0.58
Br (0.31345, -1.94275, 1.96245)  0.61
H (2.51661, -0.56671, 1.46586)  0.05
H (1.72403, -1.16456, -0.08941)  0.10

Properties
ΔE to the lowest compared entry with this formula, charge and spin: 13.59 kcal/mol
spin multiplicity: 1
E_LUMO: -0.0121 hartree
DFT total energy: -5280.7473 a.u.
orbital gap: 0.354 Ha